No. 1
Entry from the Open Molecules 2025 dataset: a cluster of 2 separate species, C8H12O in total at a distorted geometry (ωB97M-V/def2-TZVPD).

Structure (XYZ):
```
21
Properties=species:S:1:pos:R:3:forces:R:3:mulliken_charge:R:1
H 1.214 -1.131 0.688 -0.193 -0.842 0.508 0.428
C 0.992 -0.226 0.173 2.644 2.184 -0.492 -0.072
H 4.278 0.028 1.473 -0.084 0.058 0.056 0.325
H 1.053 -0.185 -2.016 0.231 0.044 0.479 0.423
H 1.574 0.596 0.740 -1.696 -1.026 -0.250 -0.109
H 3.288 0.818 2.343 0.025 -0.059 -0.058 0.341
C -1.159 -0.960 -0.771 0.233 -1.223 -1.244 -0.268
H 2.360 -1.077 -1.404 0.455 -0.426 0.415 0.287
C 1.763 -0.214 -1.163 -0.684 0.372 -1.609 -1.252
H -0.817 1.469 1.521 0.418 0.073 -0.391 0.309
O 4.192 0.489 2.314 0.058 -0.010 0.000 -0.641
C -3.181 0.168 -0.464 -2.372 -0.610 2.546 -0.427
H -4.297 0.137 -0.387 0.838 0.394 -1.014 0.293
H -3.148 1.787 1.053 0.135 -1.067 -0.126 0.317
H -0.660 -1.855 -1.148 0.404 0.406 -0.173 0.316
C -0.452 -0.002 -0.067 -1.637 -0.434 2.371 0.363
C -1.242 0.878 0.712 0.894 0.124 0.181 -0.352
H 2.374 0.684 -1.311 0.003 -0.212 0.259 0.363
C -2.525 -0.919 -1.030 0.741 2.785 0.482 -0.560
C -2.606 0.948 0.570 -0.128 0.573 -1.813 -0.463
H -3.001 -1.433 -1.826 -0.285 -1.104 -0.127 0.382
```
Positions in Å, forces in eV/Å.

Results
- HOMO: -9.2 eV
- Structure (SMILES): CCc1ccccc1.O
- Total charge: 0

=====

No. 2
Entry from the Open Molecules 2025 dataset: an isolated molecule of C4H9NO2 at a distorted geometry (ωB97M-V/def2-TZVPD).

Structure (XYZ):
```
16
Properties=species:S:1:pos:R:3:forces:R:3:mulliken_charge:R:1
C -1.416 -0.929 0.250 -0.433 -0.754 -0.820 -0.394
H -0.925 0.035 2.177 0.561 0.749 -0.323 0.262
H -2.431 -0.775 2.326 1.589 0.548 -2.096 0.273
C -0.751 0.011 -0.772 2.907 -2.086 1.205 0.491
H 1.157 -0.408 1.416 0.671 0.149 -0.628 0.207
C -1.754 -0.151 1.517 -2.294 -3.655 2.721 -1.034
H -2.472 0.598 1.434 -0.452 2.105 -0.705 0.385
H 1.001 0.780 -1.315 -0.184 -0.216 0.229 0.217
O -1.217 0.364 -1.816 -1.476 0.676 -0.672 -0.620
H 3.012 1.069 -0.237 1.630 0.944 -4.326 0.269
H 2.075 -1.108 -0.074 -0.274 0.045 1.036 0.250
C 1.623 -0.221 0.428 -0.331 0.164 -2.436 -0.111
N 0.594 0.233 -0.558 0.450 0.862 0.366 -0.169
H -2.245 -1.311 -0.450 0.576 0.372 1.871 0.262
O 2.623 0.769 0.504 -2.332 -1.354 5.644 -0.539
H -0.787 -1.834 0.593 -0.610 1.453 -1.065 0.249
```
Positions in Å, forces in eV/Å.

Results
- HOMO: -9.6 eV
- Structure (SMILES): CCC(=O)NCO
- Total charge: 0

=====

No. 3
Entry from the Open Molecules 2025 dataset: a structure of composition C20H22N2ORhTe at a distorted geometry (ωB97M-V/def2-TZVPD).

Structure (XYZ):
```
47
Properties=species:S:1:pos:R:3:forces:R:3:mulliken_charge:R:1
H -0.112 -1.455 4.276 -0.001 0.000 -0.017 0.450
Rh -0.068 -0.824 0.411 -0.761 -0.056 0.255 0.381
Te -0.799 1.644 1.203 1.205 -0.199 0.383 0.405
N 0.606 -2.686 -0.251 0.058 0.274 0.010 -0.305
H -1.349 -1.637 3.010 -0.024 -0.065 -0.030 0.303
C -0.295 -1.761 3.245 -0.128 0.170 0.114 -1.115
H 0.298 -5.549 -3.817 0.008 0.023 0.025 0.409
C -1.901 5.706 0.518 0.027 -0.002 -0.035 -0.738
H -1.725 7.702 -0.230 0.021 -0.007 0.009 0.397
C 0.206 -3.031 -1.517 -0.060 0.107 -0.038 -0.145
H -2.795 5.920 1.092 0.015 -0.002 -0.013 0.435
C 2.273 -0.883 3.887 -0.080 0.058 -0.085 -0.829
H 0.230 2.292 -1.206 -0.003 -0.054 0.008 0.316
C 1.629 -4.844 -0.037 0.048 0.159 0.220 -0.967
H -1.795 -0.649 -1.621 -0.051 0.003 0.031 0.386
H -1.447 -1.645 -4.129 0.004 -0.035 -0.012 0.463
C 0.381 5.155 -0.951 0.015 0.043 0.044 -0.642
C 0.072 -4.579 -3.393 0.085 -0.086 0.096 -0.997
H 0.318 7.211 -1.544 -0.002 -0.014 0.011 0.406
H -2.168 3.575 2.371 0.001 0.046 0.020 0.446
C 1.225 -5.209 -1.281 -0.028 -0.079 -0.188 -0.470
C 0.502 -4.289 -2.075 -0.030 -0.035 -0.033 0.891
H 1.733 -0.314 4.639 -0.026 0.027 -0.004 0.347
H 1.639 -3.236 1.415 0.008 -0.054 0.013 0.584
C -0.514 -2.083 -2.281 0.088 -0.027 0.221 0.486
H 2.193 -5.518 0.591 0.000 0.048 0.021 0.400
C -2.082 3.342 1.314 -0.338 -0.295 -0.390 -0.914
H -0.405 -0.063 -2.229 0.046 0.066 0.075 0.314
C -0.904 -2.384 -3.549 -0.046 -0.144 -0.243 -0.508
H 1.394 2.681 0.056 0.008 0.116 0.045 0.466
C -0.217 4.141 -0.205 0.005 -0.077 0.028 0.572
C -1.369 4.416 0.527 -0.158 0.105 0.024 0.483
C 0.344 2.741 -0.221 -0.119 0.114 -0.070 -0.950
H 1.458 -6.190 -1.677 -0.018 0.036 -0.010 0.431
H -0.069 -2.829 3.164 0.012 -0.012 -0.005 0.276
C 1.303 -3.556 0.438 0.131 -0.268 0.018 -0.198
C -0.609 -3.647 -4.115 -0.096 0.196 -0.028 -0.679
H -0.928 -3.867 -5.124 -0.014 0.026 0.021 0.401
C -1.299 6.707 -0.223 -0.025 0.002 0.012 -0.569
H 3.296 -0.532 3.824 0.024 0.002 -0.030 0.267
H 2.252 -1.945 4.121 0.000 -0.018 0.005 0.365
N -0.792 -0.805 -1.653 0.017 -0.024 -0.074 -0.401
C 0.522 -1.039 2.224 -0.113 -0.318 -0.562 0.267
C -0.154 6.430 -0.961 0.004 -0.016 -0.004 -0.553
O 1.709 -0.646 2.568 0.354 0.068 0.209 -0.211
H -3.064 3.094 0.920 -0.049 0.199 -0.059 0.415
H 1.276 4.938 -1.523 -0.013 0.001 0.009 0.430
```
Positions in Å, forces in eV/Å.

Results
- HOMO: -10.3 eV
- Total charge: +1

=====

No. 4
Entry from the Open Molecules 2025 dataset: a structure of composition C14H18Cl2HfN2S at a distorted geometry (ωB97M-V/def2-TZVPD).

Structure (XYZ):
```
38
Properties=species:S:1:pos:R:3:forces:R:3:mulliken_charge:R:1
C -1.511 1.038 -2.349 0.081 0.512 -0.397 -0.980
H 3.408 -1.179 -2.470 -0.488 -0.120 0.624 0.237
H 0.933 -1.664 -3.568 -0.077 0.437 0.042 0.256
Cl 0.647 -2.249 -0.725 0.369 -2.013 -0.193 -0.478
C -1.320 0.584 -0.933 0.762 -0.684 1.187 -0.250
H -2.260 0.626 -0.367 0.260 -0.156 0.292 0.362
H -2.248 -0.088 -4.029 0.106 -0.041 0.063 0.437
H -0.789 1.859 -2.514 -0.049 -0.261 -0.464 0.310
H 1.866 -0.655 -4.647 -0.094 0.209 0.404 0.399
C 0.893 1.111 3.317 0.120 0.140 0.190 -0.175
C -0.144 0.091 -4.328 0.118 -0.688 -0.246 -0.991
C 1.734 0.123 -2.628 2.008 -0.436 -0.608 -0.638
C -0.459 -0.015 5.521 0.163 0.198 0.076 -0.451
H 1.868 2.394 4.774 -0.167 -0.201 -0.128 0.405
H -1.748 -1.895 0.107 -0.072 0.081 0.305 0.033
Hf 0.489 -0.001 -0.119 -2.984 0.636 -0.529 0.362
C 0.478 1.019 5.698 -0.162 -0.258 -0.340 -0.456
C 2.882 -0.326 -2.028 -0.935 1.307 -1.105 -0.633
H -0.994 -0.486 6.347 0.275 0.348 -0.016 0.361
H 1.398 1.166 -2.506 0.001 -0.559 0.504 0.706
C -1.348 -0.082 -3.399 -0.259 0.360 -0.548 -0.356
H 1.368 1.516 2.428 0.073 0.119 0.318 0.048
C -0.031 0.092 3.145 -0.526 -0.672 -0.041 0.384
S -1.854 -1.725 3.729 0.676 0.905 -0.137 -0.276
H -0.410 -0.350 -5.295 0.183 0.040 -0.010 0.372
H -2.481 1.535 -2.553 0.238 -0.283 0.481 0.465
N -1.971 -2.085 1.088 0.536 0.841 1.000 -0.212
H 0.682 1.382 6.697 -0.033 -0.036 -0.009 0.371
C 1.131 -0.607 -3.822 -0.085 0.098 -0.041 -0.489
H -2.659 -2.763 1.358 -0.105 -0.100 -0.282 0.257
C -1.377 -1.390 2.085 0.597 -0.250 -1.454 0.653
H 0.063 1.154 -4.520 -0.068 -0.180 0.090 0.361
H -1.311 -1.073 -2.925 0.046 0.290 0.039 0.220
Cl 1.590 2.042 -0.020 1.208 1.524 0.346 -0.520
H 3.432 0.272 -1.294 -0.333 -0.195 -0.199 0.364
C -0.718 -0.465 4.237 0.357 0.268 0.081 0.533
C 1.155 1.590 4.605 -0.606 -0.655 0.062 -0.891
N -0.381 -0.497 1.904 -1.134 -0.526 0.639 -0.098
```
Positions in Å, forces in eV/Å.

Results
- HOMO: -5.9 eV
- Total charge: 0

=====

No. 5
Entry from the Open Molecules 2025 dataset: an isolated molecule of C3H4OS2 at a distorted geometry (ωB97M-V/def2-TZVPD).

Structure (XYZ):
```
10
Properties=species:S:1:pos:R:3:forces:R:3:mulliken_charge:R:1
S -2.638 0.328 0.192 0.924 -0.664 -1.035 -0.202
H -0.596 0.263 1.389 0.530 0.850 -0.635 0.351
O 1.226 -0.691 -0.273 -0.134 -1.228 0.082 -0.286
H -0.489 -1.341 -1.150 -0.372 -0.413 -1.561 0.442
C -0.128 -0.603 -0.506 -0.245 0.957 1.757 -0.185
C 1.843 0.346 0.229 3.995 -0.217 0.643 0.013
S 1.390 1.888 0.267 0.462 0.476 0.299 -0.257
H 2.955 -0.044 0.565 -2.785 1.137 -0.806 0.243
H -2.703 -0.260 -1.056 -0.148 0.473 0.825 0.128
C -0.861 0.113 0.342 -2.227 -1.371 0.432 -0.247
```
Positions in Å, forces in eV/Å.

Results
- HOMO: -8.2 eV
- Structure (SMILES): S=CO/C=C/S
- Total charge: 0

=====

Across the entries above, E_tot takes the values -387.22779 -362.99906 -1338.38881 -2020.41549 -988.23080 hartree, respectively.